1.
C53H50ClN4OP2RuS2 as an isolated structure. Source: OMol25; level of theory: the ωB97M-V functional and the def2-TZVPD basis.

As for the expectation value of S²: 0.793. The calculation puts the frontier orbital gap (spin up / spin down) at 5.930 / 6.671 eV. As for the highest occupied orbital energy (spin up / spin down): -11.762 / -12.504 eV. The value obtained for the energy above the lowest of the compared OMol25 structures with the same formula, charge and spin is 0.000 eV.

Structure (ORCA input):
```
! wB97M-V def2-TZVPD RIJCOSX def2/J DEFGRID3
* xyz 2 2
Ru -0.117 -0.173 -1.131
C -3.794 0.512 5.177
C -3.997 0.275 3.671
C -5.497 0.135 3.368
C -3.423 1.463 2.905
C -3.695 2.793 3.220
C -3.061 3.839 2.564
C -2.090 3.595 1.600
C -1.813 2.282 1.239
P -0.331 1.674 0.348
C 0.826 1.558 1.754
C 0.928 0.336 2.416
C 1.692 0.216 3.568
C 2.372 1.318 4.063
C 2.268 2.543 3.415
C 1.489 2.668 2.276
C 0.148 3.161 -0.596
C 1.476 3.530 -0.801
C 1.791 4.608 -1.620
C 0.784 5.329 -2.248
C -0.543 4.963 -2.055
C -0.858 3.885 -1.239
C -2.533 1.275 1.867
O -2.211 0.046 1.392
C -2.434 -1.049 2.160
C -1.758 -2.175 1.710
C -1.937 -3.355 2.425
C -2.769 -3.365 3.535
C -3.430 -2.213 3.940
C -3.272 -1.009 3.262
P -0.845 -2.084 0.111
C -2.088 -2.907 -0.954
C -3.423 -2.527 -0.800
C -4.404 -3.038 -1.635
C -4.067 -3.943 -2.632
C -2.746 -4.334 -2.786
C -1.760 -3.818 -1.957
C 0.483 -3.303 0.405
C 1.687 -2.832 0.915
C 2.710 -3.704 1.254
C 2.544 -5.069 1.068
C 1.347 -5.552 0.556
C 0.319 -4.677 0.233
H -4.308 1.417 5.499
H -2.735 0.612 5.416
H -4.203 -0.315 5.757
H -6.033 1.035 3.673
H -5.921 -0.710 3.912
H -5.669 -0.022 2.301
H -4.403 3.024 4.006
H -3.293 4.859 2.841
H -1.546 4.422 1.164
H 0.386 -0.521 2.047
H 1.749 -0.739 4.076
H 2.973 1.230 4.959
H 2.785 3.409 3.808
H 1.390 3.641 1.809
H 2.274 2.984 -0.311
H 2.825 4.901 -1.747
H 1.029 6.183 -2.866
H -1.337 5.537 -2.519
H -1.899 3.626 -1.074
H -1.436 -4.264 2.125
H -2.910 -4.283 4.089
H -4.081 -2.261 4.804
H -3.709 -1.838 -0.014
H -5.435 -2.738 -1.498
H -4.835 -4.354 -3.275
H -2.478 -5.055 -3.548
H -0.739 -4.148 -2.086
H 1.819 -1.770 1.072
H 3.638 -3.320 1.661
H 3.341 -5.754 1.327
H 1.208 -6.615 0.413
H -0.610 -5.075 -0.156
C 3.579 -2.658 -2.254
N 3.249 -1.849 -3.423
C 2.016 -1.530 -3.809
S 0.645 -1.953 -2.856
N 1.894 -1.013 -5.042
C 0.653 -0.828 -5.780
H 3.324 -2.141 -1.337
H 4.651 -2.839 -2.269
H 3.047 -3.608 -2.278
H 4.001 -1.690 -4.077
H 2.738 -0.951 -5.594
H -0.180 -1.082 -5.131
H 0.636 -1.489 -6.646
H 0.561 0.199 -6.126
S -2.231 0.280 -2.015
C -1.355 1.227 -3.081
N -1.847 1.930 -4.129
C -1.056 2.698 -4.916
C 0.277 2.746 -4.665
C 0.760 1.981 -3.588
N -0.014 1.256 -2.816
H -2.842 1.878 -4.305
H -1.545 3.239 -5.714
H 0.938 3.354 -5.261
H 1.817 1.996 -3.353
Cl 7.216 2.258 2.664
C 5.963 1.741 1.608
C 5.149 0.670 1.977
C 4.138 0.264 1.140
C 3.900 0.913 -0.100
C 2.848 0.544 -0.942
C 4.757 1.993 -0.443
C 5.768 2.400 0.394
H 5.319 0.175 2.924
H 3.497 -0.554 1.441
H 2.231 -0.318 -0.696
H 2.666 1.061 -1.869
H 4.607 2.504 -1.388
H 6.415 3.223 0.126
*
```

Results of the Löwdin charge analysis, in e, for atoms 1 through 99: atom 1 (Ru): 0.384, atom 2 (C): -0.014, atom 3 (C): -0.418, atom 4 (C): -0.003, atom 5 (C): -0.077, atom 6 (C): 0.007, atom 7 (C): -0.044, atom 8 (C): -0.062, atom 9 (C): -0.238, atom 10 (P): 1.041, atom 11 (C): -0.323, atom 12 (C): -0.114, atom 13 (C): -0.064, atom 14 (C): -0.065, atom 15 (C): -0.052, atom 16 (C): -0.070, atom 17 (C): -0.356, atom 18 (C): -0.109, atom 19 (C): -0.060, atom 20 (C): -0.069, atom 21 (C): -0.068, atom 22 (C): -0.122, atom 23 (C): -0.214, atom 24 (O): -0.074, atom 25 (C): -0.230, atom 26 (C): -0.252, atom 27 (C): -0.043, atom 28 (C): -0.041, atom 29 (C): 0.005, atom 30 (C): -0.078, atom 31 (P): 0.991, atom 32 (C): -0.380, atom 33 (C): -0.127, atom 34 (C): -0.064, atom 35 (C): -0.062, atom 36 (C): -0.057, atom 37 (C): -0.158, atom 38 (C): -0.365, atom 39 (C): -0.125, atom 40 (C): -0.069, atom 41 (C): -0.059, atom 42 (C): -0.051, atom 43 (C): -0.095, atom 44 (H): 0.085, atom 45 (H): 0.103, atom 46 (H): 0.085, atom 47 (H): 0.093, atom 48 (H): 0.093, atom 49 (H): 0.095, atom 50 (H): 0.123, atom 51 (H): 0.115, atom 52 (H): 0.109, atom 53 (H): 0.057, atom 54 (H): 0.118, atom 55 (H): 0.116, atom 56 (H): 0.117, atom 57 (H): 0.109, atom 58 (H): 0.077, atom 59 (H): 0.113, atom 60 (H): 0.115, atom 61 (H): 0.115, atom 62 (H): 0.108, atom 63 (H): 0.107, atom 64 (H): 0.115, atom 65 (H): 0.122, atom 66 (H): 0.103, atom 67 (H): 0.113, atom 68 (H): 0.113, atom 69 (H): 0.114, atom 70 (H): 0.060, atom 71 (H): 0.051, atom 72 (H): 0.110, atom 73 (H): 0.114, atom 74 (H): 0.116, atom 75 (H): 0.103, atom 76 (C): -0.070, atom 77 (N): -0.024, atom 78 (C): -0.720, atom 79 (S): 0.726, atom 80 (N): -0.029, atom 81 (C): -0.074, atom 82 (H): 0.046, atom 83 (H): 0.101, atom 84 (H): 0.089, atom 85 (H): 0.148, atom 86 (H): 0.147, atom 87 (H): 0.043, atom 88 (H): 0.099, atom 89 (H): 0.073, atom 90 (S): 0.801, atom 91 (C): -0.759, atom 92 (N): 0.121, atom 93 (C): -0.017, atom 94 (C): -0.016, atom 95 (C): -0.088, atom 96 (N): -0.051, atom 97 (H): 0.174, atom 98 (H): 0.151, atom 99 (H): 0.129

2.
C53H51BrLuN5O4P2Si as an isolated structure. Source: OMol25; level of theory: the ωB97M-V functional and the def2-TZVPD basis.

The calculation puts the frontier orbital gap at 3.978 eV. As for the highest occupied orbital energy: -5.104 eV. The value obtained for the energy above the lowest of the compared OMol25 structures with the same formula, charge and spin is 3.693 eV.

Structure (ORCA input):
```
! wB97M-V def2-TZVPD RIJCOSX def2/J DEFGRID3
* xyz 0 1
Lu 2.212 0.249 -2.661
C -4.395 -0.982 2.528
N -4.042 -1.194 3.919
C -2.843 -1.964 4.242
P -1.175 -1.076 3.858
C -0.669 -0.029 5.243
C -0.728 -0.569 6.547
C -0.363 0.316 7.580
C -0.023 1.657 7.319
C -0.018 2.094 5.990
C -0.301 1.297 4.922
C -0.016 -2.410 4.099
C 1.169 -2.446 4.896
C 1.886 -3.648 4.988
C 1.529 -4.750 4.279
C 0.332 -4.776 3.522
C -0.388 -3.601 3.469
C -5.120 -1.029 4.814
C -5.424 -1.964 5.769
C -6.548 -1.867 6.533
C -7.317 -0.687 6.543
C -6.881 0.383 5.711
C -5.742 0.245 4.931
P -3.136 -1.608 1.172
C -2.228 -0.125 0.867
C -1.190 -0.372 -0.141
C -0.777 0.749 -0.932
C -1.171 2.073 -0.784
C -1.970 2.318 0.370
C -2.421 1.267 1.171
C -4.103 -1.813 -0.308
C -4.035 -2.913 -1.128
C -4.961 -3.105 -2.141
C -5.954 -2.192 -2.305
C -5.878 -0.958 -1.704
C -4.947 -0.754 -0.661
H -4.596 0.067 2.416
H -5.390 -1.487 2.410
H -2.937 -2.989 3.892
H -2.847 -1.914 5.343
H -0.790 -1.637 6.663
H -0.511 -0.012 8.594
H 0.145 2.389 8.127
H 0.264 3.171 5.895
H -0.464 1.666 3.886
H 1.555 -1.564 5.325
H 2.782 -3.707 5.641
H 1.961 -5.728 4.496
H 0.003 -5.716 3.004
H -1.299 -3.644 2.935
H -4.826 -2.934 5.780
H -6.740 -2.686 7.251
H -8.310 -0.635 7.029
H -7.491 1.250 5.624
H -5.401 1.007 4.231
H -0.299 -2.213 -1.264
H -0.348 0.011 -2.860
H -0.826 2.862 -1.491
H -2.245 3.381 0.642
H -3.057 1.465 2.013
H -3.257 -3.627 -0.894
H -5.067 -4.026 -2.715
H -6.784 -2.407 -2.970
H -6.577 -0.173 -1.947
H -4.917 0.189 -0.035
C 3.445 -2.524 -3.705
Si 4.792 -1.254 -4.041
C 6.282 -1.678 -3.005
C 5.055 -1.222 -5.919
N 4.141 0.234 -3.524
C 4.774 1.415 -3.922
C 6.115 1.532 -4.300
C 6.595 2.846 -4.587
C 5.794 3.970 -4.452
C 4.450 3.833 -4.168
C 4.016 2.608 -3.763
O 2.836 2.487 -3.026
C 2.588 3.531 -2.109
C 1.438 4.359 -2.354
C 1.298 5.567 -1.653
C 2.110 5.793 -0.550
C 3.146 4.876 -0.188
C 3.324 3.729 -0.961
H 3.284 -3.159 -4.605
H 2.441 -2.028 -3.638
H 3.643 -3.267 -2.861
H 7.109 -1.005 -3.091
H 6.672 -2.758 -2.998
H 5.819 -1.475 -2.010
H 4.531 -0.316 -6.245
H 4.537 -2.056 -6.413
H 6.118 -1.154 -6.314
H 6.665 0.605 -4.335
H 7.541 2.867 -5.002
H 6.166 5.004 -4.469
H 3.810 4.711 -4.156
H 0.707 4.111 -3.087
H 0.346 6.109 -1.711
H 1.970 6.704 0.046
H 3.794 5.100 0.659
H 3.979 2.913 -0.646
O 2.390 -1.271 0.873
N 2.439 -0.740 -0.204
O 2.658 -1.484 -1.287
O 2.555 0.524 -0.512
N -0.014 -0.006 -1.872
C -0.466 -1.152 -0.994
Br 0.225 2.001 -8.890
C 0.339 1.125 -7.235
C 0.794 -0.224 -7.095
C 0.934 -0.785 -5.814
N 0.769 -0.021 -4.732
C 0.176 1.187 -4.846
C -0.002 1.796 -6.095
H 1.004 -0.793 -8.103
H 1.189 -1.791 -5.634
H -0.001 1.641 -3.856
H -0.413 2.807 -6.137
*
```

Results of the Löwdin charge analysis, in e, for atoms 1 through 99: atom 1 (Lu): 1.730, atom 2 (C): -0.288, atom 3 (N): -0.215, atom 4 (C): -0.313, atom 5 (P): 1.082, atom 6 (C): -0.398, atom 7 (C): -0.091, atom 8 (C): -0.080, atom 9 (C): -0.087, atom 10 (C): -0.122, atom 11 (C): -0.099, atom 12 (C): -0.370, atom 13 (C): -0.069, atom 14 (C): -0.112, atom 15 (C): -0.121, atom 16 (C): -0.073, atom 17 (C): -0.140, atom 18 (C): -0.261, atom 19 (C): -0.066, atom 20 (C): -0.112, atom 21 (C): -0.090, atom 22 (C): -0.089, atom 23 (C): -0.016, atom 24 (P): 1.033, atom 25 (C): -0.407, atom 26 (C): -0.218, atom 27 (C): -0.282, atom 28 (C): -0.051, atom 29 (C): -0.148, atom 30 (C): -0.136, atom 31 (C): -0.423, atom 32 (C): -0.104, atom 33 (C): -0.102, atom 34 (C): -0.128, atom 35 (C): -0.082, atom 36 (C): -0.069, atom 37 (H): 0.043, atom 38 (H): 0.106, atom 39 (H): 0.070, atom 40 (H): 0.076, atom 41 (H): 0.102, atom 42 (H): 0.091, atom 43 (H): 0.106, atom 44 (H): 0.112, atom 45 (H): 0.109, atom 46 (H): 0.086, atom 47 (H): 0.111, atom 48 (H): 0.097, atom 49 (H): 0.117, atom 50 (H): 0.050, atom 51 (H): 0.135, atom 52 (H): 0.108, atom 53 (H): 0.100, atom 54 (H): 0.084, atom 55 (H): 0.108, atom 56 (H): 0.092, atom 57 (H): 0.070, atom 58 (H): 0.085, atom 59 (H): 0.096, atom 60 (H): 0.076, atom 61 (H): 0.095, atom 62 (H): 0.106, atom 63 (H): 0.103, atom 64 (H): 0.095, atom 65 (H): 0.123, atom 66 (C): -0.188, atom 67 (Si): 0.341, atom 68 (C): -0.168, atom 69 (C): -0.171, atom 70 (N): -0.243, atom 71 (C): -0.297, atom 72 (C): -0.009, atom 73 (C): -0.058, atom 74 (C): -0.088, atom 75 (C): -0.026, atom 76 (C): -0.216, atom 77 (O): -0.149, atom 78 (C): -0.253, atom 79 (C): -0.011, atom 80 (C): -0.079, atom 81 (C): -0.072, atom 82 (C): -0.035, atom 83 (C): -0.009, atom 84 (H): 0.037, atom 85 (H): -0.016, atom 86 (H): 0.074, atom 87 (H): 0.001, atom 88 (H): 0.066, atom 89 (H): 0.041, atom 90 (H): 0.017, atom 91 (H): 0.017, atom 92 (H): 0.053, atom 93 (H): 0.076, atom 94 (H): 0.076, atom 95 (H): 0.113, atom 96 (H): 0.128, atom 97 (H): 0.092, atom 98 (H): 0.115, atom 99 (H): 0.107